# C29H34FN6O8Pb

C29H34FN6O8Pb as an isolated structure in a non-equilibrium geometry (ωB97M-V/def2-TZVPD, OMol25).

The geometry in ORCA input format:
```
! wB97M-V def2-TZVPD RIJCOSX def2/J DEFGRID3
* xyz 3 1
Pb -0.770 -2.753 -0.561
O -2.542 -3.672 3.872
C -2.211 -3.375 2.622
O -1.106 -3.524 2.150
C -3.355 -2.841 1.827
C -4.623 -2.688 2.343
C -5.630 -2.238 1.489
C -5.334 -1.979 0.165
C -4.021 -2.147 -0.268
N -3.060 -2.560 0.551
C -3.633 -2.018 -1.731
O -4.532 -2.027 -2.561
O -2.356 -2.016 -1.979
H -1.770 -4.036 4.330
H -4.823 -2.918 3.381
H -6.640 -2.116 1.861
H -6.084 -1.664 -0.547
F 0.609 2.758 3.988
C 1.111 2.725 2.735
C 0.757 1.706 1.909
C 1.321 1.603 0.635
C 0.912 0.490 -0.243
O 0.097 -0.354 0.135
C 1.579 0.520 -1.539
C 2.456 1.530 -1.881
N 2.831 2.488 -1.043
C 3.768 3.511 -1.508
C 4.951 3.098 -2.321
C 5.142 3.566 -0.911
C 2.256 2.563 0.243
C 2.589 3.614 1.099
C 2.020 3.728 2.357
N 2.337 4.794 3.202
C 3.669 5.365 3.288
C 4.235 5.183 4.693
N 3.279 5.780 5.704
C 1.891 5.183 5.582
C 1.415 5.391 4.156
C 1.294 -0.587 -2.556
O 1.433 -0.042 -3.687
O 0.935 -1.688 -2.158
H 0.052 0.957 2.245
H 2.899 1.561 -2.863
H 3.277 4.442 -1.759
H 5.246 3.750 -3.132
H 5.107 2.043 -2.516
H 5.574 4.544 -0.740
H 5.401 2.814 -0.176
H 3.273 4.378 0.754
H 3.642 6.433 3.039
H 4.350 4.881 2.593
H 5.201 5.673 4.804
H 4.335 4.129 4.938
H 3.221 6.789 5.556
H 3.640 5.647 6.648
H 1.243 5.667 6.309
H 1.973 4.125 5.815
H 1.359 6.469 3.952
H 0.413 4.999 4.048
C -3.928 -5.489 -1.833
N -3.377 -5.006 -3.088
C -4.370 -4.559 -4.071
C -2.013 -4.795 -3.174
O -1.268 -4.673 -2.206
N -1.485 -4.719 -4.458
C -0.146 -4.160 -4.582
C -2.018 -5.376 -5.652
H -4.602 -6.317 -2.069
H -4.519 -4.694 -1.378
H -3.139 -5.818 -1.170
H -5.155 -4.044 -3.514
H -4.813 -5.419 -4.585
H -3.948 -3.861 -4.780
H 0.048 -3.452 -3.785
H -0.074 -3.687 -5.561
H 0.589 -4.971 -4.529
H -2.765 -6.118 -5.406
H -1.183 -5.860 -6.156
H -2.434 -4.634 -6.339
*
```

## Properties
Largest force on an atom, eV/A: 1.62
Energy, Ha: -2347.78655
E_HOMO (spin up / spin down), eV: -15.45 / -15.39
HOMO-LUMO gap (spin up / spin down), eV: 4.747 / 5.557

Listed below, in e, are the Löwdin charges computed for each atom: 1.68 0.16 -0.46 0.02 -0.17 0.04 0.01 0.04 -0.18 0.07 -0.58 0.07 -0.21 0.15 0.14 0.13 0.14 0.08 -0.18 0.09 -0.05 -0.27 -0.06 0.03 0.06 0.04 -0.25 -0.07 -0.08 -0.10 0.08 -0.12 -0.08 -0.12 -0.07 0.08 -0.07 -0.12 -0.53 0.23 -0.07 0.15 0.15 0.16 0.12 0.12 0.12 0.12 0.12 0.14 0.13 0.14 0.14 0.18 0.19 0.15 0.14 0.14 0.14 0.04 -0.02 0.00 -0.44 -0.08 0.00 0.04 0.02 0.13 0.10 0.11 0.10 0.12 0.10 0.08 0.12 0.14 0.10 0.12 0.13

=====

# C29H34IN7O3RbSSeTe

C29H34IN7O3RbSSeTe as an isolated structure (ωB97M-V/def2-TZVPD, OMol25).

The geometry in ORCA input format:
```
! wB97M-V def2-TZVPD RIJCOSX def2/J DEFGRID3
* xyz -1 1
Rb -1.284 -0.349 -0.012
N 0.027 2.364 0.068
C -0.142 3.408 1.081
C -1.595 3.634 1.491
C -2.209 2.634 2.471
N -2.787 1.463 1.808
H 0.866 2.547 -0.467
H -0.756 2.382 -0.587
H 0.246 4.375 0.727
H 0.433 3.138 1.974
H -2.218 3.693 0.592
H -1.635 4.618 1.968
H -2.963 3.171 3.064
H -1.436 2.288 3.164
H -3.311 1.751 0.987
H -3.424 0.986 2.433
Te -1.866 -3.960 0.968
C -3.602 -5.129 0.936
C -4.805 -4.926 0.318
C -5.746 -5.973 0.520
C -5.256 -6.977 1.295
S -3.640 -6.638 1.779
H -5.005 -4.044 -0.274
H -6.743 -5.978 0.101
H -5.736 -7.890 1.608
Se 1.116 1.111 5.733
N 1.218 -0.626 6.073
C 1.061 -1.238 4.917
C 1.066 -2.653 4.724
C 0.893 -3.109 3.464
C 0.720 -2.183 2.377
N 0.719 -0.882 2.489
C 0.878 -0.388 3.757
N 0.884 0.909 3.996
H 1.192 -3.319 5.566
H 0.855 -4.168 3.251
H 0.593 -2.551 1.363
C 6.809 0.422 0.934
C 6.076 1.308 -0.065
N 4.745 0.803 -0.392
C 3.613 1.604 0.058
C 3.424 1.584 1.568
C 4.693 -0.242 -1.263
O 5.712 -0.692 -1.774
C 3.373 -0.882 -1.576
C 3.147 -1.311 -2.879
C 1.957 -1.938 -3.189
C 1.021 -2.129 -2.179
N 1.244 -1.762 -0.922
C 2.393 -1.157 -0.631
H 7.795 0.837 1.151
H 6.936 -0.576 0.521
H 6.250 0.349 1.867
H 6.658 1.383 -0.985
H 5.947 2.311 0.344
H 2.712 1.256 -0.439
H 3.785 2.635 -0.273
H 3.241 0.573 1.929
H 2.564 2.191 1.848
H 4.306 1.976 2.077
H 3.914 -1.149 -3.624
H 1.747 -2.267 -4.197
H 0.058 -2.587 -2.375
H 2.525 -0.899 0.413
I -5.955 3.145 -7.467
C -4.806 2.486 -5.828
C -4.853 3.201 -4.643
C -4.092 2.761 -3.570
C -3.296 1.628 -3.678
C -3.271 0.929 -4.878
C -4.025 1.352 -5.965
C -2.450 1.155 -2.498
O -2.534 1.837 -1.439
O -1.747 0.143 -2.677
H -5.472 4.084 -4.557
H -4.098 3.291 -2.627
H -2.650 0.046 -4.946
H -4.003 0.806 -6.898
*
```

## Properties
Largest force on an atom, eV/A: 0.58
Energy, Ha: -5124.03960
E_HOMO, eV: -3.57
HOMO-LUMO gap, eV: 4.498

Listed below, in e, are the Löwdin charges computed for each atom: 0.70 -0.03 -0.28 -0.19 -0.28 -0.06 0.05 0.02 0.10 0.08 0.11 0.10 0.10 0.09 0.05 0.07 0.56 -1.12 -0.28 -0.24 -0.47 0.85 0.09 0.09 0.04 1.08 -0.25 -0.40 -0.01 -0.05 -0.21 0.11 -0.45 -0.23 0.12 0.10 0.01 -0.07 -0.21 -0.05 -0.21 -0.06 -0.41 0.05 -0.11 0.00 -0.03 -0.12 0.03 -0.09 0.07 0.07 0.07 0.12 0.11 0.09 0.12 0.06 0.06 0.07 0.12 0.11 0.12 0.10 0.79 -0.73 -0.16 -0.02 -0.12 -0.02 -0.16 -0.68 -0.14 -0.13 0.09 0.11 0.12 0.09

=====

# C29H34N4OS2

A 2-piece molecular cluster, C29H34N4OS2 overall in a non-equilibrium geometry (ωB97M-V/def2-TZVPD, OMol25).

The geometry in ORCA input format:
```
! wB97M-V def2-TZVPD RIJCOSX def2/J DEFGRID3
* xyz 0 1
C -2.875 0.550 3.500
C -2.830 -0.900 2.992
C -1.348 -1.241 2.730
N -0.627 -0.009 2.981
C 0.680 0.111 2.572
S 1.518 -1.319 2.299
S 1.347 1.641 2.328
C -1.448 1.128 3.355
H -3.592 1.149 2.933
H -3.173 0.568 4.553
H -3.252 -1.601 3.718
H -3.390 -1.003 2.056
H -1.005 -2.056 3.391
H -1.207 -1.597 1.692
H -1.406 1.924 2.593
H -1.123 1.583 4.305
C 8.470 5.179 -2.576
N 7.531 4.846 -1.527
C 7.636 5.396 -0.281
O 8.508 6.182 0.081
C 6.486 4.838 0.556
C 5.613 5.941 1.181
C 6.368 6.772 2.154
C 6.983 6.362 3.331
N 7.668 7.436 3.870
C 7.487 8.558 3.071
C 8.020 9.838 3.177
C 7.706 10.759 2.166
C 6.900 10.386 1.078
C 6.377 9.091 0.965
C 6.662 8.174 1.975
N 5.768 3.991 -0.398
C 4.675 3.299 -0.028
C 3.931 2.492 -0.889
C 2.824 1.725 -0.539
C 2.100 0.928 -1.490
C 0.940 0.213 -1.094
C 0.193 -0.539 -1.990
C 0.588 -0.615 -3.336
C 1.739 0.062 -3.756
C 2.487 0.818 -2.859
C 6.373 3.984 -1.748
C 5.454 4.618 -2.804
C 6.850 2.596 -2.200
H 9.231 5.850 -2.169
H 8.954 4.271 -2.956
H 7.960 5.675 -3.411
H 6.917 4.212 1.361
H 5.237 6.591 0.373
H 4.744 5.459 1.658
H 6.988 5.377 3.786
H 8.218 7.410 4.725
H 8.651 10.081 4.030
H 8.092 11.777 2.225
H 6.677 11.120 0.303
H 5.764 8.769 0.121
H 4.388 3.401 1.027
H 4.241 2.469 -1.934
H 2.478 1.723 0.501
H 0.667 0.255 -0.032
H -0.699 -1.069 -1.648
H 0.011 -1.198 -4.051
H 2.065 0.005 -4.796
H 3.386 1.329 -3.212
H 5.244 5.662 -2.534
H 5.955 4.592 -3.781
H 4.507 4.080 -2.883
H 7.626 2.236 -1.512
H 6.030 1.877 -2.214
H 7.269 2.670 -3.212
*
```

## Properties
Largest force on an atom, eV/A: 1.73
Energy, Ha: -2216.05842
E_HOMO, eV: -5.94
HOMO-LUMO gap, eV: 4.041

Listed below, in e, are the Löwdin charges computed for each atom: -0.16 -0.17 -0.23 -0.22 -1.34 0.47 0.49 -0.21 0.10 0.10 0.10 0.10 0.10 0.09 0.08 0.11 -0.01 -0.04 -0.37 0.09 -0.15 -0.07 -0.19 -0.03 0.08 -0.20 -0.02 -0.09 -0.10 -0.03 -0.14 0.04 0.04 -0.06 0.03 -0.18 0.00 -0.05 -0.06 -0.08 -0.02 -0.46 0.01 0.01 0.10 0.09 0.09 0.17 0.13 0.12 0.13 0.16 0.11 0.10 0.10 0.10 0.16 0.05 -0.04 0.07 0.11 0.11 0.11 0.10 0.10 0.09 0.08 0.11 0.07 0.09

=====

# C29H34N8O4PTa

C29H34N8O4PTa as an isolated structure (ωB97M-V/def2-TZVPD, OMol25).

The geometry in ORCA input format:
```
! wB97M-V def2-TZVPD RIJCOSX def2/J DEFGRID3
* xyz 4 1
Ta -0.306 0.768 1.121
C -2.808 -3.710 -1.236
N -2.016 -2.476 -1.106
C -1.356 -1.874 -2.144
C -0.760 -0.759 -1.645
N -1.075 -0.667 -0.305
C -1.837 -1.740 -0.006
P -2.500 -2.164 1.648
C -0.910 -2.009 2.549
N -0.027 -0.996 2.435
C 1.038 -1.318 3.254
C 0.776 -2.505 3.863
N -0.446 -2.920 3.412
C -1.086 -4.187 3.810
C -3.106 -0.490 2.033
N -2.376 0.629 1.865
C -3.209 1.684 2.196
C -4.415 1.182 2.568
N -4.334 -0.180 2.457
C -5.454 -1.086 2.756
H -2.522 -4.192 -2.166
H -3.867 -3.463 -1.263
H -2.587 -4.376 -0.405
H -1.369 -2.284 -3.138
H -0.163 -0.020 -2.154
H 1.925 -0.714 3.334
H 1.350 -3.080 4.569
H -0.567 -4.557 4.689
H -1.000 -4.910 3.003
H -2.128 -4.006 4.062
H -2.899 2.710 2.126
H -5.315 1.674 2.896
H -5.792 -0.894 3.771
H -5.118 -2.115 2.668
H -6.257 -0.893 2.048
N 0.718 1.713 2.966
C 0.211 3.079 3.363
C 0.503 4.129 2.295
C 0.306 3.569 0.918
O 0.912 3.755 -0.074
O -0.733 2.575 0.921
H 0.602 1.114 3.785
H 1.729 1.766 2.820
H 0.670 3.365 4.310
H -0.860 2.975 3.529
H 1.524 4.514 2.343
H -0.169 4.980 2.444
C 3.393 0.014 -5.337
O 2.939 0.700 -4.149
C 1.639 1.009 -4.060
C 0.634 0.473 -4.872
C -0.666 0.939 -4.775
C -1.013 1.947 -3.877
C -0.036 2.484 -3.061
C 1.264 1.989 -3.126
N 2.277 2.679 -2.378
C 3.178 2.209 -1.596
C 3.309 0.814 -1.159
C 4.499 0.182 -1.536
C 4.745 -1.146 -1.228
C 3.806 -1.871 -0.509
C 2.646 -1.253 -0.067
C 2.414 0.076 -0.382
O 1.289 0.641 0.235
H 4.477 0.050 -5.298
H 3.038 0.531 -6.227
H 3.057 -1.023 -5.328
H 0.886 -0.265 -5.618
H -1.414 0.541 -5.446
H -2.020 2.336 -3.852
H -0.263 3.303 -2.392
H 2.293 3.688 -2.519
H 3.921 2.924 -1.253
H 5.228 0.742 -2.106
H 5.669 -1.608 -1.546
H 3.988 -2.909 -0.264
H 1.929 -1.791 0.540
*
```

## Properties
Largest force on an atom, eV/A: 0.97
Energy, Ha: -2261.66714
E_HOMO, eV: -18.37
HOMO-LUMO gap, eV: 6.158

Listed below, in e, are the Löwdin charges computed for each atom: 1.94 0.04 -0.08 0.02 -0.05 -0.09 -0.42 1.23 -0.42 -0.11 -0.10 0.02 -0.08 0.04 -0.43 -0.10 -0.06 0.02 -0.08 0.04 0.11 0.12 0.09 0.15 0.09 0.12 0.16 0.12 0.11 0.10 0.12 0.16 0.12 0.08 0.12 -0.03 -0.15 -0.04 -0.46 0.17 -0.25 0.10 0.13 0.15 0.12 0.15 0.16 0.00 -0.07 -0.23 0.02 -0.04 -0.06 -0.02 -0.15 0.19 0.07 -0.12 0.02 0.00 -0.01 0.00 -0.23 -0.25 0.11 0.11 0.10 0.13 0.13 0.12 0.12 0.20 0.18 0.15 0.14 0.13 0.11

=====

# C29H35As2N2O5PbS

C29H35As2N2O5PbS as an isolated structure in a non-equilibrium geometry (ωB97M-V/def2-TZVPD, OMol25).

The geometry in ORCA input format:
```
! wB97M-V def2-TZVPD RIJCOSX def2/J DEFGRID3
* xyz 1 1
Pb -0.631 0.638 -2.567
C 3.853 1.569 -2.689
C 2.385 1.789 -2.447
O 1.722 0.687 -2.428
C 1.941 3.015 -2.127
C 0.722 3.427 -1.632
C 0.539 4.828 -1.185
N -0.357 2.677 -1.600
N -1.481 3.220 -1.033
C -2.446 2.353 -0.871
O -2.345 1.134 -1.247
C -3.685 2.844 -0.219
C -3.695 4.098 0.347
C -4.819 4.618 0.958
C -5.965 3.834 0.948
C -5.931 2.552 0.454
C -4.789 2.027 -0.132
H 3.929 0.943 -3.552
H 4.184 0.983 -1.856
H 4.517 2.458 -2.734
H 2.672 3.833 -2.252
H 1.453 5.422 -1.238
H 0.280 4.845 -0.110
H -0.210 5.372 -1.754
H -2.780 4.650 0.253
H -4.792 5.560 1.432
H -6.823 4.265 1.428
H -6.842 2.002 0.473
H -4.678 0.986 -0.539
C 1.048 -2.679 -2.174
As 1.964 -2.892 -0.411
C 1.617 -4.705 0.288
C 3.853 -2.920 -0.853
C 4.735 -3.790 -1.470
C 6.003 -3.354 -1.699
C 6.474 -2.144 -1.242
C 5.661 -1.294 -0.530
C 4.336 -1.673 -0.401
As 2.891 -0.884 0.656
C 3.344 -1.163 2.503
C 2.330 0.953 0.508
H 1.491 -1.737 -2.593
H -0.005 -2.642 -1.935
H 1.274 -3.571 -2.729
H 2.516 -5.330 0.285
H 0.921 -5.206 -0.393
H 1.242 -4.575 1.286
H 4.504 -4.781 -1.703
H 6.653 -4.003 -2.261
H 7.472 -1.938 -1.531
H 6.077 -0.367 -0.118
H 4.122 -0.463 2.763
H 3.701 -2.178 2.664
H 2.516 -0.937 3.141
H 3.230 1.468 0.142
H 2.107 1.295 1.559
H 1.473 1.164 -0.139
C -6.028 -1.480 3.108
C -4.690 -1.532 2.394
C -4.007 -0.321 2.296
C -2.735 -0.279 1.714
C -2.108 -1.414 1.268
C -2.794 -2.645 1.382
C -4.066 -2.723 1.885
S -0.431 -1.345 0.847
O 0.403 -0.794 1.914
O -0.081 -2.756 0.604
O -0.216 -0.565 -0.419
H -6.484 -0.494 2.947
H -5.859 -1.640 4.147
H -6.751 -2.237 2.782
H -4.401 0.566 2.755
H -2.208 0.643 1.686
H -2.417 -3.601 1.028
H -4.610 -3.671 1.970
*
```

## Properties
Largest force on an atom, eV/A: 2.67
Energy, Ha: -6674.08097
E_HOMO, eV: -9.36
HOMO-LUMO gap, eV: 5.728

Listed below, in e, are the Löwdin charges computed for each atom: 1.48 -0.01 -0.53 -0.30 -0.07 -0.34 -0.03 -0.12 0.05 -0.48 -0.28 -0.17 -0.03 -0.06 -0.08 -0.09 -0.03 0.08 0.04 0.10 0.12 0.08 0.10 0.09 0.10 0.09 0.10 0.10 0.14 -0.17 1.21 -0.18 -0.36 -0.07 -0.06 -0.05 -0.07 -0.38 1.26 -0.20 -0.20 0.03 0.02 0.04 0.04 0.06 0.03 0.10 0.12 0.11 0.13 0.05 0.05 0.03 0.05 0.08 0.02 -0.04 -0.22 -0.02 -0.05 -0.28 -0.05 -0.01 0.52 -0.34 -0.46 -0.51 0.08 0.07 0.09 0.12 0.12 0.11 0.12

=====

# C29H35AuN3OP

C29H35AuN3OP as an isolated structure in a non-equilibrium geometry (ωB97M-V/def2-TZVPD, OMol25).

The geometry in ORCA input format:
```
! wB97M-V def2-TZVPD RIJCOSX def2/J DEFGRID3
* xyz 0 3
Au 0.298 -0.479 0.893
O 2.329 -1.665 -0.020
C 3.126 -2.131 0.890
C 4.491 -2.284 0.625
C 5.417 -3.027 1.285
C 5.005 -3.674 2.473
C 3.656 -3.471 2.848
C 2.675 -2.813 2.118
C 1.341 -2.977 2.535
N 0.318 -2.150 2.221
C -0.828 -2.707 2.791
C -0.496 -3.826 3.537
N 0.850 -4.005 3.290
H 4.808 -1.668 -0.247
H 6.427 -3.166 0.999
H 5.600 -4.295 3.070
H 3.373 -4.004 3.779
H -1.799 -2.232 2.555
H -1.079 -4.494 4.104
H 1.379 -4.802 3.689
N -5.850 -1.967 -2.435
C -4.620 -2.088 -1.969
C -4.292 -2.292 -0.588
C -3.023 -2.367 -0.143
C -1.991 -2.220 -1.040
C -2.278 -2.052 -2.376
C -3.554 -1.953 -2.867
H -5.107 -2.285 0.066
H -2.746 -2.437 0.886
H -1.022 -2.032 -0.587
H -1.460 -1.774 -3.031
H -3.721 -1.872 -3.948
C 1.368 3.069 1.666
C 1.346 2.611 0.208
C 2.630 1.793 -0.061
C 1.312 3.916 -0.645
P -0.154 1.523 -0.107
C -0.200 1.491 -1.978
C 0.422 0.316 -2.563
C 0.557 0.294 -3.917
C -0.036 1.288 -4.717
C -0.639 2.405 -4.170
C -0.668 2.505 -2.758
C -1.779 2.178 0.528
C -2.859 1.268 -0.068
C -2.085 3.627 0.218
C -1.870 1.982 2.133
H 2.244 3.847 1.803
H 1.474 2.253 2.391
H 0.485 3.654 1.813
H 3.520 2.451 0.018
H 2.710 1.319 -1.090
H 2.790 0.925 0.588
H 2.139 4.531 -0.165
H 0.348 4.420 -0.575
H 1.428 3.820 -1.674
H 0.879 -0.379 -1.869
H 0.966 -0.497 -4.531
H -0.092 1.238 -5.765
H -0.912 3.131 -4.920
H -1.078 3.418 -2.368
H -2.919 1.396 -1.162
H -3.812 1.423 0.446
H -2.614 0.231 0.147
H -2.177 3.806 -0.843
H -1.378 4.318 0.693
H -3.045 3.847 0.625
H -1.589 0.888 2.287
H -2.852 2.266 2.493
H -1.084 2.640 2.489
*
```

## Properties
Largest force on an atom, eV/A: 3.18
Energy, Ha: -1842.48999
E_HOMO (spin up / spin down), eV: -6.70 / -6.70
HOMO-LUMO gap (spin up / spin down), eV: 7.272 / 5.754

Listed below, in e, are the Löwdin charges computed for each atom: 0.75 -0.19 -0.39 -0.06 -0.09 -0.10 -0.07 -0.12 -0.28 -0.05 -0.14 -0.07 0.10 0.12 0.09 0.07 0.10 0.09 0.09 0.17 0.24 -0.43 -0.03 -0.11 -0.09 -0.08 -0.04 0.09 0.07 0.06 0.10 0.12 -0.11 -0.68 -0.11 -0.08 0.99 -0.30 -0.09 -0.08 -0.08 -0.06 -0.11 -0.68 -0.11 -0.10 -0.07 0.13 0.08 0.04 0.09 0.10 0.05 0.11 0.06 0.05 0.07 0.11 0.09 0.10 0.08 0.09 0.09 0.04 0.06 0.08 0.08 0.05 0.08 0.04